{"formula": "H17O9", "method": "the ωB97M-V functional and the def2-TZVPD basis", "relative_energy_kj_mol": 346.7, "e_tot_ha": -687.32008, "gap_ev": 8.79, "e_homo_ha": -0.21055, "molar_mass_g_mol": 161.13, "total_charge": -1, "species": ["O", "H", "H", "O", "H", "O", "H", "H", "O", "H", "H", "O", "H", "H", "O", "H", "H", "O", "H", "H", "O", "H", "H", "O", "H", "H"], "positions_angstrom": [[2.64764, 1.94922, 1.08558], [-3.83936, 0.61887, 0.98294], [-0.44013, -1.29117, -3.28104], [-0.11768, -0.80628, 1.84338], [-0.82447, -3.36136, 0.14074], [0.17807, -3.24479, 1.13528], [0.45128, -2.28779, 0.92297], [0.05202, -3.48285, 2.00332], [-1.50822, -3.10252, -0.63207], [-0.36500, 1.93328, 0.43656], [0.43938, 3.15222, -2.13770], [-0.32623, -1.26835, -2.34017], [2.87975, 2.74909, 1.28376], [-1.03851, -2.80610, -1.39672], [0.17905, 1.90599, 1.33092], [-0.86674, 2.58289, -1.40389], [-0.86870, -1.06034, 1.37646], [-3.09265, 0.98940, 0.55332], [-2.43549, 1.13166, 1.26975], [0.02798, 0.30712, 1.46074], [3.27137, 0.36846, -0.91815], [2.43650, 0.81599, -0.99582], [3.42490, 0.37544, 0.15886], [-0.55908, 3.14703, -2.04013], [-1.24340, -1.07951, -2.08740], [1.53773, 1.76440, 1.24850]]}


{"formula": "H18Mg4O33S6", "method": "the ωB97M-V functional and the def2-TZVPD basis", "relative_energy_kj_mol": 0.0, "e_tot_ha": -5683.93259, "gap_ev": 5.01, "e_homo_ha": 0.03684, "molar_mass_g_mol": 835.73, "total_charge": -4, "species": ["Mg", "Mg", "Mg", "Mg", "S", "O", "O", "O", "O", "S", "O", "O", "O", "O", "S", "O", "O", "O", "O", "S", "O", "O", "O", "O", "S", "O", "O", "O", "O", "S", "O", "O", "O", "O", "O", "H", "H", "O", "H", "H", "O", "H", "H", "O", "H", "H", "O", "H", "H", "O", "H", "H", "O", "H", "H", "O", "H", "H", "O", "H", "H"], "positions_angstrom": [[3.29776, -1.18601, -0.59931], [0.15382, 2.38788, -2.41892], [-2.10694, -1.50925, -0.90680], [1.42393, 2.50591, 1.67945], [-1.44797, 2.31987, -4.46275], [-1.04499, 1.67904, -5.71215], [-1.31697, 1.35077, -3.36154], [-0.45359, 3.24709, -3.94912], [-2.79360, 2.89419, -4.56507], [2.75086, 0.48842, 3.76176], [2.66533, 1.61569, 2.75118], [1.67208, 0.62824, 4.71035], [2.64497, -0.79452, 3.00463], [4.04091, 0.64647, 4.39152], [2.31646, 0.02641, -3.49776], [1.56636, 1.26056, -3.20680], [3.19484, -0.25943, -2.31252], [1.44153, -1.13317, -3.74605], [3.13180, 0.25249, -4.69251], [-3.88724, -2.02337, 1.95868], [-3.12282, -1.80330, 0.67625], [-2.96938, -1.82861, 3.09196], [-4.92100, -0.99007, 2.01643], [-4.41503, -3.38967, 1.94269], [-0.68227, 4.31890, -0.02402], [-1.76609, 3.92653, 0.85105], [0.56532, 3.74925, 0.58419], [-0.85980, 3.63443, -1.33506], [-0.55024, 5.74458, -0.22556], [0.36250, 0.28983, 0.11025], [0.30001, 1.10426, 1.32910], [0.11652, 1.24933, -0.96620], [1.69666, -0.28437, -0.00043], [-0.65750, -0.77456, 0.01142], [0.50845, -2.42523, 2.90844], [-0.25080, -2.09359, 2.41201], [1.23608, -1.81157, 2.69416], [-1.05475, -3.32629, -0.73549], [-1.37987, -4.20393, -0.95340], [-0.28066, -3.47707, -0.18662], [2.20206, -2.61692, -1.50175], [1.66228, -3.15414, -0.91780], [1.79511, -2.70237, -2.37731], [4.24633, 0.21225, 0.41609], [3.62953, 0.95285, 0.38414], [4.84511, 0.42272, 1.13707], [-2.22399, 0.20036, 4.65982], [-2.22726, -0.62647, 4.14726], [-2.44620, 0.87513, 4.00919], [-1.03344, -1.09075, -2.68289], [-1.21621, -0.20233, -3.06382], [-0.15426, -1.32372, -3.02554], [3.27531, -2.27500, 1.01763], [2.86663, -1.88609, 1.82979], [3.64194, -3.11397, 1.30211], [-2.87454, 0.26835, -1.37662], [-3.68319, 0.54238, -0.93032], [-2.52561, 1.08000, -1.78766], [-3.03263, 1.16117, 2.07297], [-2.22396, 0.85121, 1.66280], [-3.64765, 0.41922, 1.99740]]}


{"formula": "H18NO12Zn2", "method": "the ωB97M-V functional and the def2-TZVPD basis", "e_tot_ha": -4526.37875, "gap_ev": [4.80, 7.26], "e_homo_ha": [-0.48297, -0.57352], "molar_mass_g_mol": 354.92, "spin_multiplicity": 2, "total_charge": 2, "species": ["Zn", "Zn", "N", "O", "O", "O", "O", "H", "H", "O", "H", "H", "O", "H", "H", "O", "H", "H", "O", "H", "H", "O", "H", "H", "O", "H", "H", "O", "H", "H", "O", "H", "H"], "positions_angstrom": [[-0.02157, 2.18358, -2.33726], [-2.90439, -2.68327, -0.73124], [-0.63893, -0.19880, 0.07246], [0.05789, -0.25932, 1.10488], [-0.40216, 0.76478, -0.72576], [-1.50826, -1.04953, -0.19764], [-1.75300, -3.10186, -2.29129], [-2.09415, -2.96038, -3.17436], [-0.87312, -3.45333, -2.42739], [1.70541, 2.69869, -1.25561], [2.34568, 3.37776, -1.46807], [1.72964, 2.63630, -0.30076], [-1.68262, -3.95410, 0.32475], [-1.50264, -4.89400, 0.30434], [-1.43982, -3.68242, 1.20989], [-2.05220, 0.39006, 3.35201], [-1.70711, -0.23653, 2.71599], [-2.98373, 0.17921, 3.41549], [1.20116, 0.75542, -3.15597], [2.15527, 0.73709, -3.08133], [0.97071, -0.10767, -3.49977], [1.66685, 2.80840, 1.41101], [1.59014, 3.67493, 1.81034], [1.29244, 2.21156, 2.05896], [1.14290, -0.49986, 3.57643], [0.64865, -0.38284, 2.76510], [2.05373, -0.34317, 3.32730], [-0.90855, 3.65005, -1.34207], [-0.53593, 4.46011, -0.99395], [-1.77770, 3.59554, -0.94478], [1.97485, -2.19267, -0.20788], [2.85354, -2.03682, 0.13831], [1.39692, -2.08676, 0.54778]]}


{"formula": "H18NO7", "method": "the ωB97M-V functional and the def2-TZVPD basis", "relative_energy_kj_mol": 519.1, "e_tot_ha": -591.88442, "gap_ev": 11.35, "e_homo_ha": -0.54175, "molar_mass_g_mol": 144.14, "total_charge": 1, "species": ["N", "H", "H", "H", "H", "O", "H", "H", "O", "H", "H", "O", "H", "H", "O", "H", "H", "O", "H", "H", "O", "H", "H", "O", "H", "H"], "positions_angstrom": [[-0.08857, -0.08361, -0.34179], [-0.78421, 0.75298, -0.42657], [0.46374, 0.09712, 0.50933], [0.29224, -0.39194, -1.23687], [-0.16905, -0.99095, -0.15267], [1.52733, -1.65245, 2.20484], [1.87201, -2.49320, 2.54332], [1.18732, -1.15919, 2.90666], [2.59717, -1.47610, -0.47573], [2.85053, -1.41469, 0.54295], [2.31925, -2.41875, -0.15970], [-3.16092, 0.30752, -1.39227], [-2.92502, 0.83588, -2.20694], [-3.90750, 0.68353, -1.08925], [0.52185, 2.63713, -2.78756], [0.24967, 3.09850, -1.97567], [1.38787, 2.48855, -2.72548], [2.21797, 2.17269, 0.34196], [1.95967, 2.40730, 1.21222], [2.20255, 2.98597, -0.04290], [-1.35305, -3.65937, -0.45195], [-2.23382, -3.92057, -0.23197], [-0.93394, -3.80436, 0.34609], [-1.76772, 1.78822, 1.47755], [-2.58502, 2.14066, 1.62517], [-1.74035, 1.06912, 1.98723]]}


{"formula": "H18NeO9", "method": "the ωB97M-V functional and the def2-TZVPD basis", "relative_energy_kj_mol": 79.8, "e_tot_ha": -816.88095, "gap_ev": 10.31, "e_homo_ha": -0.38582, "molar_mass_g_mol": 182.32, "total_charge": 0, "species": ["Ne", "O", "H", "H", "O", "H", "H", "O", "H", "H", "O", "H", "H", "O", "H", "H", "O", "H", "H", "O", "H", "H", "O", "H", "H", "O", "H", "H"], "positions_angstrom": [[-0.30903, -1.33571, 0.26167], [0.01066, 2.13478, 1.28349], [-0.08246, 3.03246, 1.60244], [0.23832, 2.23106, 0.35876], [0.24547, -0.87568, -2.67702], [-0.43649, -0.30639, -2.32055], [0.93393, -0.87089, -2.01201], [2.56725, -2.13414, -1.31829], [2.55169, -2.10986, -0.36152], [3.28406, -1.54830, -1.56159], [-2.78070, 1.87663, 0.75837], [-2.90389, 2.61040, 0.15617], [-1.83187, 1.81178, 0.86671], [0.88709, 1.83873, -1.37790], [0.22774, 1.71610, -2.06088], [1.28321, 2.68723, -1.57632], [2.36616, 1.04263, 2.00862], [1.48129, 1.20233, 1.68042], [2.59631, 0.17840, 1.66749], [2.47691, -1.67389, 1.39593], [3.39415, -1.89747, 1.55378], [1.99222, -2.16821, 2.05696], [-3.08427, -1.36888, 1.67041], [-2.81348, -2.22653, 1.34277], [-2.95614, -0.77730, 0.92889], [-3.31553, -0.86089, -1.15048], [-2.64685, -0.44999, -1.69844], [-3.37587, -1.75834, -1.47785]]}


{"formula": "H18O9", "method": "the ωB97M-V functional and the def2-TZVPD basis", "relative_energy_kj_mol": 1270.4, "e_tot_ha": -687.54194, "gap_ev": 8.00, "e_homo_ha": -0.31169, "molar_mass_g_mol": 162.14, "total_charge": 0, "species": ["O", "H", "H", "O", "H", "H", "O", "H", "H", "O", "H", "H", "O", "H", "H", "O", "H", "H", "O", "H", "H", "O", "H", "H", "O", "H", "H"], "positions_angstrom": [[7.91590, 13.04623, -0.78286], [8.61524, 12.58059, -1.24149], [7.48843, 13.56713, -1.46268], [7.46860, 14.54307, 0.48537], [7.81089, 13.80472, -0.01853], [7.15051, 15.15790, -0.17572], [4.27040, 14.05289, -1.90766], [4.06458, 14.11918, -0.97520], [3.46211, 14.31089, -2.35076], [5.36685, 14.11764, 1.23888], [6.06423, 14.03232, 0.58878], [5.56441, 14.93457, 1.69694], [4.54341, 16.22271, 0.64694], [5.00439, 15.55477, 0.13941], [5.12904, 16.41421, 1.37947], [6.28860, 17.76020, -3.29208], [6.29791, 17.43012, -4.19053], [5.78472, 17.10990, -2.80273], [6.82716, 13.71295, -2.55650], [6.09367, 13.11015, -2.67843], [7.40093, 13.54716, -3.30451], [5.04841, 16.76200, -2.01540], [5.42020, 17.43647, -1.44699], [4.21558, 16.53287, -1.60293], [6.03420, 15.15037, -1.17170], [5.49754, 15.66041, -1.77839], [6.26133, 14.35873, -1.65949]]}